Entry from the Open Molecules 2025 dataset: a cluster of 2 separate species, C9H14O in total in a non-equilibrium geometry (wB97M-V/def2-TZVPD).

Values from the calculation:
- net charge = 0
- SMILES = Cc1ccc(O)cc1.CC
- gap between HOMO and LUMO (eV) = 9.4
- total energy (eV) = -11607.0271
- HOMO energy (Eh) = -0.3141
- E_LUMO (Ha) = 0.0320
- energy above the lowest of the compared OMol25 structures with the same formula, charge and spin (eV) = 0.610

Last column: Löwdin charge in e.
Positions of all 24 atoms, in Å:
O: -0.633 0.533 -2.622  0.03
C: -0.110 -1.734 0.149  -0.04
C: 1.580 0.011 0.220  -0.05
C: 1.877 -1.932 1.695  -0.07
C: 1.085 -1.213 0.658  -0.30
C: -1.227 1.361 1.594  -0.16
C: -1.997 2.348 0.713  -0.14
C: 0.997 0.676 -0.873  -0.01
C: -0.759 -0.987 -0.810  -0.04
C: -0.141 0.091 -1.411  -0.35
H: -1.341 0.331 1.281  0.04
H: 1.364 -2.769 2.181  0.07
H: -0.171 1.592 1.682  0.06
H: 2.311 -1.303 2.468  0.08
H: -1.471 3.292 0.588  0.06
H: 2.698 -2.494 1.222  0.09
H: -2.074 1.932 -0.293  0.05
H: -1.626 1.314 2.613  0.06
H: -0.565 -2.514 0.743  0.12
H: -1.656 -1.364 -1.293  0.12
H: 2.447 0.443 0.701  0.11
H: -2.993 2.541 1.101  0.06
H: 1.388 1.529 -1.398  0.11
H: -0.659 1.491 -2.658  0.10

---

Entry from the Open Molecules 2025 dataset: a cluster of 2 separate species, C9H14O in total in a non-equilibrium geometry (wB97M-V/def2-TZVPD).

Values from the calculation:
- net charge = 0
- SMILES = Cc1ccc(O)cc1.CC
- gap between HOMO and LUMO (eV) = 9.6
- total energy (eV) = -11607.0057
- HOMO energy (Eh) = -0.3197
- E_LUMO (Ha) = 0.0338
- energy above the lowest of the compared OMol25 structures with the same formula, charge and spin (eV) = 0.631

Last column: Löwdin charge in e.
Positions of all 24 atoms, in Å:
O: 3.404 1.323 0.331  0.02
C: 1.765 -0.145 1.309  -0.02
C: -0.121 1.891 1.038  -0.03
C: 0.399 -0.369 1.535  -0.06
C: 2.110 1.089 0.807  -0.32
C: -0.347 -0.921 -2.326  -0.16
C: -1.165 -2.197 -2.374  -0.17
C: -0.561 0.593 1.363  -0.31
C: 1.203 2.140 0.747  -0.01
C: -2.002 0.363 1.579  -0.06
H: -0.881 2.652 0.956  0.11
H: 0.262 -0.724 -1.445  0.05
H: 4.016 1.146 1.047  0.10
H: -0.798 -3.089 -1.897  0.05
H: -2.175 -0.496 2.227  0.08
H: 0.134 -1.393 1.799  0.12
H: -2.524 0.318 0.630  0.08
H: 0.324 -0.841 -3.180  0.06
H: -2.500 1.201 2.082  0.08
H: -1.306 -2.421 -3.440  0.06
H: 2.392 -1.018 1.443  0.12
H: -0.982 -0.091 -2.615  0.06
H: -2.204 -2.109 -2.028  0.06
H: 1.556 3.097 0.413  0.11

---

Entry from the Open Molecules 2025 dataset: a cluster of 2 separate species, C9H14O in total in a non-equilibrium geometry (wB97M-V/def2-TZVPD).

Values from the calculation:
- net charge = 0
- SMILES = Cc1ccc(O)cc1.CC
- gap between HOMO and LUMO (eV) = 9.2
- total energy (eV) = -11607.3286
- HOMO energy (Eh) = -0.3085
- E_LUMO (Ha) = 0.0313
- energy above the lowest of the compared OMol25 structures with the same formula, charge and spin (eV) = 0.308

Last column: Löwdin charge in e.
Positions of all 24 atoms, in Å:
O: 3.744 -0.509 0.633  0.04
C: 2.394 -0.567 0.832  -0.34
C: 1.770 0.021 1.920  -0.02
C: -0.489 1.458 -2.328  -0.16
C: 1.677 -1.325 -0.076  -0.02
C: -0.285 -1.051 1.248  -0.29
C: 0.422 -0.234 2.127  -0.05
C: -1.795 -1.145 1.388  -0.05
C: 0.325 -1.564 0.105  -0.05
C: -1.995 1.593 -2.049  -0.16
H: -0.312 0.682 -3.064  0.06
H: -2.133 -2.174 1.232  0.08
H: -2.273 -0.480 0.665  0.06
H: -0.150 0.341 2.844  0.11
H: 2.156 -1.651 -0.997  0.12
H: -0.261 -2.130 -0.602  0.11
H: -2.145 2.506 -1.476  0.06
H: 4.151 0.216 1.131  0.11
H: -2.376 0.813 -1.379  0.04
H: 2.344 0.602 2.634  0.11
H: -0.187 2.418 -2.777  0.06
H: 0.136 1.356 -1.441  0.05
H: -2.612 1.623 -2.938  0.06
H: -2.106 -0.797 2.367  0.07

---

Entry from the Open Molecules 2025 dataset: a cluster of 2 separate species, C9H14O in total in a non-equilibrium geometry (wB97M-V/def2-TZVPD).

Values from the calculation:
- net charge = 0
- SMILES = Cc1ccc(O)cc1.CC
- gap between HOMO and LUMO (eV) = 9.4
- total energy (eV) = -11607.3758
- HOMO energy (Eh) = -0.3122
- E_LUMO (Ha) = 0.0317
- energy above the lowest of the compared OMol25 structures with the same formula, charge and spin (eV) = 0.261

Last column: Löwdin charge in e.
Positions of all 24 atoms, in Å:
O: -0.243 -2.896 -0.449  0.04
C: -0.490 0.479 -1.780  -0.04
C: -1.811 -1.113 0.070  -0.02
C: 2.453 -0.519 2.427  -0.16
C: -1.562 1.019 -1.084  -0.28
C: -2.100 2.417 -1.311  -0.06
C: -0.736 -1.628 -0.625  -0.34
C: -2.224 0.200 -0.182  -0.05
C: 2.923 0.193 1.136  -0.15
C: -0.085 -0.834 -1.549  -0.03
H: -1.425 3.051 -1.894  0.07
H: 3.865 -0.223 0.792  0.06
H: -3.097 0.525 0.360  0.11
H: 2.176 0.188 3.199  0.05
H: 3.032 1.264 1.297  0.06
H: -2.147 2.922 -0.356  0.07
H: 3.213 -1.160 2.871  0.06
H: 1.581 -1.128 2.201  0.05
H: -3.080 2.429 -1.777  0.08
H: 2.182 0.068 0.357  0.04
H: -2.384 -1.655 0.802  0.11
H: 0.101 1.054 -2.476  0.11
H: 0.696 -1.257 -2.167  0.12
H: -0.837 -3.396 0.133  0.11

---

Look up the E_LUMO of the first one.
0.0320 Ha